80
Properties=species:S:1:pos:R:3:forces:R:3:lowdin_charge:R:1 method="wB97M-V/def2-TZVPD" e_homo_ev=-3.9461 max_force_ev_per_a=1.0 multiplicity=1 orbital_gap_ev=6.21 total_charge=-1 relative_energy_kj_mol=45.7 lumo_ev=2.27 total_energy_ev=-69291.907
Ba -0.98514 0.87206 -0.00554 0.8 -0.5 0.1 1.762
O 0.23882 2.14394 4.59684 0.0 0.0 -0.1 0.047
C 1.57432 2.30361 4.59376 0.0 0.0 0.0 -0.276
C 2.20022 2.62707 5.79963 0.0 0.0 0.0 -0.025
C 3.57009 2.79352 5.85375 0.0 0.0 0.0 -0.104
C 4.34655 2.64219 4.70788 0.0 0.0 0.0 -0.109
C 3.72702 2.33513 3.51012 0.0 0.0 0.0 -0.040
C 2.34589 2.16842 3.42630 0.0 -0.1 0.0 -0.095
C 1.69175 1.88196 2.11720 -0.3 0.0 -0.1 -0.481
O 0.44472 1.54067 2.12347 0.1 0.0 0.0 -0.287
N 2.41825 2.09604 1.04949 0.1 -0.1 0.1 0.045
N 1.72292 1.82278 -0.11023 -0.3 0.4 0.0 -0.064
C 2.00009 2.60858 -1.07016 0.2 -0.1 -0.1 -0.132
C 1.31160 2.55082 -2.36822 -0.1 0.0 0.0 -0.275
C 1.86845 3.18261 -3.47359 0.0 0.0 0.0 -0.025
C 1.17443 3.17882 -4.67128 0.0 0.0 0.0 -0.065
C -0.06092 2.55968 -4.72814 0.0 0.0 0.0 -0.051
C -0.54495 1.95429 -3.57820 0.0 0.0 0.0 -0.128
N 0.12334 1.93652 -2.43063 0.0 0.0 0.1 0.011
H 0.00946 1.84796 3.67245 0.1 0.0 0.1 0.065
H 1.58065 2.73249 6.68112 0.0 0.0 0.0 0.111
H 4.04046 3.03780 6.79905 0.0 0.0 0.0 0.095
H 5.42114 2.76209 4.75302 0.0 0.0 0.0 0.090
H 4.29958 2.22132 2.59941 0.0 0.0 0.0 0.103
H 2.75253 3.38815 -0.93811 0.1 -0.1 0.0 0.120
H 2.82716 3.67602 -3.37992 0.0 0.0 0.0 0.109
H 1.58813 3.66712 -5.54478 0.0 0.0 0.0 0.104
H -0.65655 2.55634 -5.62969 0.0 0.0 0.0 0.105
H -1.52316 1.49032 -3.57268 0.0 0.0 0.0 0.106
C 1.09777 6.90387 0.24669 0.1 0.0 0.0 -0.021
C 0.50301 5.55212 0.58721 -0.1 0.1 -0.1 -0.485
C 0.56642 5.10515 2.02224 0.0 -0.1 0.0 -0.003
O 0.04237 4.85585 -0.28842 0.0 -0.1 0.1 0.064
H 1.05516 7.60138 1.08149 0.0 0.0 0.0 0.070
H 0.59041 7.31334 -0.62457 0.0 0.0 0.0 0.080
H 2.14940 6.75339 -0.01243 0.0 0.0 0.0 0.086
H 0.50382 5.93900 2.71988 0.0 0.0 0.0 0.080
H 1.53259 4.61392 2.17047 0.0 0.0 0.0 0.088
H -0.21255 4.37311 2.22611 0.0 0.0 0.0 0.089
O -3.46692 3.53455 -3.20147 0.0 -0.1 0.1 0.041
C -3.87384 2.97173 -2.19803 0.0 0.1 -0.3 -0.536
N -3.12443 2.35872 -1.24774 -0.1 -0.1 0.1 -0.176
S -4.02700 1.71303 -0.09263 -0.2 0.3 0.0 0.504
O -3.81130 0.27817 -0.05582 -0.1 -0.2 -0.1 -0.425
O -3.78981 2.35266 1.18224 -0.1 0.1 0.0 -0.330
C -5.60973 2.13368 -0.75837 0.1 0.0 0.0 -0.215
C -6.88465 1.86026 -0.30618 0.0 0.0 0.0 -0.034
C -7.93968 2.34660 -1.06834 0.0 0.0 0.0 -0.079
C -7.70234 3.07608 -2.23246 0.0 0.0 0.0 -0.074
C -6.40838 3.33492 -2.66704 0.0 0.0 0.0 -0.007
C -5.35833 2.85111 -1.91006 0.0 -0.1 0.1 -0.132
H -7.05103 1.29204 0.59907 0.0 0.0 0.0 0.120
H -8.95893 2.15663 -0.75746 0.0 0.0 0.0 0.100
H -8.54431 3.44209 -2.80671 0.0 0.0 0.0 0.100
H -6.20595 3.89374 -3.57125 0.0 0.0 0.0 0.118
C 2.45222 -8.59936 -1.50723 0.0 0.0 0.0 -0.059
C 2.13881 -7.87933 -0.18838 0.0 0.0 0.0 -0.566
C 1.36690 -8.83332 0.73399 0.0 0.0 0.0 -0.055
C 3.46889 -7.53784 0.48499 0.0 0.0 0.0 -0.078
C 1.29004 -6.63426 -0.45838 0.0 0.0 0.0 -0.188
C 0.07668 -6.76763 -1.13689 0.0 0.0 0.0 -0.059
C -0.75778 -5.68255 -1.40321 0.0 0.0 0.0 0.006
C -0.34870 -4.44094 -0.96742 0.0 0.0 0.0 -0.255
O -0.95163 -3.22918 -1.08584 0.0 -0.1 0.0 0.026
B -0.10469 -2.24687 -0.45385 -0.3 0.5 0.0 -0.417
O 1.02616 -2.98263 0.02682 0.1 -0.1 0.0 0.037
C 0.85196 -4.29433 -0.29171 0.0 0.1 0.0 -0.234
C 1.68283 -5.36178 -0.02678 0.0 0.0 0.0 0.056
H 3.07450 -9.47909 -1.32030 0.0 0.0 0.0 0.078
H 2.98818 -7.93468 -2.18753 0.0 0.0 0.0 0.089
H 1.54372 -8.93133 -2.01061 0.0 0.0 0.0 0.071
H 1.94899 -9.74005 0.92381 0.0 0.0 0.0 0.078
H 0.41459 -9.12544 0.28943 0.0 0.0 0.0 0.074
H 1.15549 -8.35152 1.69053 0.0 0.0 0.0 0.088
H 4.04646 -8.45267 0.63719 0.0 0.0 0.0 0.079
H 3.31849 -7.07260 1.46069 0.0 0.0 0.0 0.083
H 4.06448 -6.85992 -0.12933 0.0 0.0 0.0 0.086
H -0.24045 -7.74913 -1.46987 0.0 0.0 0.0 0.097
H -1.69466 -5.80912 -1.93073 0.0 0.0 0.0 0.112
H 2.60989 -5.18988 0.50187 0.0 0.0 0.0 0.112